No. 1
The following is a DFT calculation (the ωB97M-V functional and the def2-TZVPD basis) of a molecular structure, C5H9NOS at a distorted geometry.

Cartesian coordinates (Å):
C (-0.921046, -1.286270, -0.235934)
C (0.232580, -1.043176, 0.751077)
C (1.316533, 0.858920, -0.542640)
C (0.402554, 2.104980, -0.365844)
C (-0.567602, 1.387338, 0.600571)
H (0.286711, -2.883717, 0.141244)
H (-0.721700, -1.017702, -1.295940)
H (-1.887044, -0.718066, -0.078844)
H (1.266088, -1.452355, 0.605065)
H (-0.083057, -1.453148, 1.816157)
H (2.445065, 1.239643, -0.452702)
H (1.125043, 0.332167, -1.599576)
H (-1.346040, 1.004885, -0.370452)
H (-1.039888, 1.710623, 1.567406)
N (0.500816, 0.383731, 0.592825)
O (-0.941321, -2.820443, -0.225143)
S (-0.067693, 3.652591, -0.907270)

Force components x, y, z for each atom (eV/Å):
C 0.74 -3.29 -0.83
C -0.92 1.84 0.80
C -0.55 2.08 -1.02
C -3.15 4.04 -0.55
C 0.71 -1.96 -4.34
H -5.92 -0.63 -1.96
H 0.51 0.03 0.60
H 0.87 -1.60 0.85
H -1.08 -0.55 -0.67
H 0.49 1.38 -1.89
H -2.23 -1.55 0.22
H 0.47 1.00 2.20
H 1.12 1.46 3.15
H 0.58 -0.11 -1.28
N 1.50 -1.14 2.64
O 4.84 1.70 1.64
S 2.01 -2.71 0.45

Results
HOMO level ... -8.649 eV
Net charge ... 0
Energy relative to the best compared isomer or geometry (same formula, charge and spin) ... 171.1 kcal/mol
Energy ... -723.8472 a.u.
Maximum force ... 6.3 eV/A
LUMO energy ... -0.49 eV

***

No. 2
The following is a DFT calculation (the ωB97M-V functional and the def2-TZVPD basis) of C5H9NOS in the gas phase at a distorted geometry.

Cartesian coordinates (Å):
C (-0.993407, 0.674387, 0.028638)
C (-0.051739, 0.679568, 1.204927)
C (1.359571, 0.116645, 0.890275)
C (2.022855, 0.634841, -0.396629)
C (1.698042, -0.700170, -1.015298)
H (-2.678360, -0.417712, -1.198467)
H (0.029179, 1.724954, 1.558607)
H (-0.471150, 0.127257, 2.010173)
H (1.916053, 0.194236, 1.835148)
H (3.077539, 0.791375, -0.268054)
H (1.583924, 1.545447, -0.858496)
H (0.870749, -0.660830, -1.696853)
H (2.515837, -1.235022, -1.542854)
H (0.604447, -1.787979, 0.447507)
N (1.410085, -1.255289, 0.323897)
O (-0.969192, 1.494459, -0.844754)
S (-2.111076, -0.742625, -0.004215)

Force components x, y, z for each atom (eV/Å):
C 0.14 -0.21 -0.22
C 0.46 0.76 -0.39
C -0.41 -0.13 0.40
C -0.21 1.35 0.07
C 0.76 -1.21 -0.52
H 0.26 -0.09 0.46
H 0.10 -0.38 -0.30
H -0.41 -0.68 0.77
H 0.07 0.13 -0.31
H 0.50 0.07 0.08
H 0.20 -0.69 0.31
H -0.73 -0.01 -0.30
H -0.33 0.35 0.33
H -1.57 -1.10 0.00
N 1.45 1.45 0.04
O -0.16 0.10 -0.06
S -0.12 0.28 -0.36

Results
HOMO level ... -9.011 eV
Net charge ... 0
Energy relative to the best compared isomer or geometry (same formula, charge and spin) ... 34.6 kcal/mol
Energy ... -724.0646 a.u.
Maximum force ... 2.1 eV/A
SMILES ... O=C(S)C[C@@H]1CCN1
LUMO energy ... 0.67 eV

***

Short version: Kohn-Sham gap = 8.1540 9.6780 eV, in the order given.